Entry 1:
{"formula": "C34H26F3IN2O5PPt", "method": "ωB97M-V with the def2-TZVPD basis set", "elements": ["Pt", "I", "C", "H", "H", "O", "P", "C", "C", "C", "C", "C", "C", "C", "C", "C", "C", "C", "C", "C", "C", "C", "C", "C", "C", "H", "H", "H", "H", "H", "H", "H", "H", "H", "H", "H", "H", "H", "H", "H", "F", "C", "F", "F", "O", "C", "O", "C", "C", "C", "C", "C", "C", "N", "O", "O", "H", "H", "H", "H", "N", "C", "C", "C", "C", "C", "C", "C", "H", "H", "H", "H", "H"], "xyz": [[-0.368, 1.144, 2.499], [2.416, 2.945, 4.360], [0.542, 2.773, 3.278], [0.712, 3.473, 2.461], [-0.143, 3.242, 3.987], [2.476, 1.541, 0.513], [2.730, 0.664, -0.652], [4.055, -0.530, -0.339], [4.214, -0.936, 0.985], [5.193, -1.865, 1.306], [6.015, -2.383, 0.315], [5.867, -1.971, -1.002], [4.888, -1.043, -1.329], [3.277, 1.598, -2.110], [3.054, 1.176, -3.418], [3.526, 1.930, -4.485], [4.216, 3.110, -4.248], [4.430, 3.542, -2.946], [3.961, 2.789, -1.879], [1.320, -0.300, -1.243], [0.072, 0.319, -1.219], [-1.042, -0.345, -1.706], [-0.919, -1.631, -2.213], [0.318, -2.262, -2.216], [1.435, -1.599, -1.726], [3.570, -0.517, 1.748], [5.313, -2.182, 2.334], [6.780, -3.107, 0.570], [6.515, -2.369, -1.774], [4.779, -0.713, -2.355], [2.499, 0.264, -3.603], [3.347, 1.598, -5.500], [4.580, 3.699, -5.081], [4.958, 4.469, -2.761], [4.102, 3.122, -0.858], [-0.031, 1.301, -0.771], [-2.017, 0.122, -1.642], [-1.797, -2.161, -2.562], [0.409, -3.279, -2.577], [2.395, -2.101, -1.713], [1.207, -1.148, 1.995], [0.902, -0.302, 3.049], [2.125, 0.001, 3.551], [0.363, -1.146, 3.988], [-3.510, -0.150, 0.950], [-2.537, -0.866, 1.229], [-1.407, -0.536, 1.662], [-2.687, -2.371, 1.021], [-3.852, -2.879, 0.460], [-3.975, -4.233, 0.197], [-2.912, -5.060, 0.518], [-1.745, -4.583, 1.093], [-1.638, -3.226, 1.342], [-3.028, -6.501, 0.234], [-2.069, -7.210, 0.474], [-4.048, -6.897, -0.300], [-4.651, -2.188, 0.226], [-4.866, -4.653, -0.246], [-0.943, -5.267, 1.326], [-0.737, -2.801, 1.766], [-1.860, 2.526, 1.910], [-2.938, 2.853, 1.686], [-4.257, 3.340, 1.379], [-5.202, 2.511, 0.777], [-6.453, 3.024, 0.477], [-6.762, 4.345, 0.775], [-5.821, 5.163, 1.384], [-4.566, 4.663, 1.690], [-4.957, 1.473, 0.608], [-7.195, 2.384, 0.019], [-7.743, 4.738, 0.538], [-6.063, 6.189, 1.624], [-3.822, 5.286, 2.169]], "lowdin_charge": [0.989, 0.597, -0.872, -0.066, -0.074, -0.317, 0.759, -0.260, -0.049, -0.067, -0.094, -0.094, -0.089, -0.262, -0.084, -0.089, -0.097, -0.085, -0.064, -0.273, -0.067, -0.074, -0.081, -0.080, -0.076, 0.088, 0.106, 0.097, 0.097, 0.099, 0.104, 0.099, 0.097, 0.100, 0.111, 0.106, 0.108, 0.103, 0.100, 0.100, -0.015, -0.695, -0.071, 0.005, -0.015, -0.611, -0.173, -0.103, -0.009, -0.003, -0.158, 0.012, 0.017, -0.357, 0.060, 0.053, 0.113, 0.111, 0.116, 0.112, 0.089, -0.065, -0.196, -0.008, -0.068, -0.086, -0.084, -0.031, 0.093, 0.105, 0.101, 0.102, 0.119], "charge": -1, "homo_energy_ev": -5.2, "gap_ha": 0.256, "relative_energy_kcal_mol": 22.10}

Entry 2:
{"formula": "C18H14ClPReS4Sb", "method": "ωB97M-V with the def2-TZVPD basis set", "elements": ["Re", "S", "Sb", "S", "S", "S", "Cl", "C", "C", "C", "C", "C", "C", "P", "C", "C", "C", "C", "C", "C", "C", "C", "C", "C", "C", "C", "H", "H", "H", "H", "H", "H", "H", "H", "H", "H", "H", "H", "H", "H"], "xyz": [[-0.413, 0.126, -0.394], [-2.481, 3.017, 1.955], [-0.578, 2.430, 1.036], [0.067, 0.224, 3.351], [-1.270, 1.716, -1.543], [1.340, 3.451, 1.052], [1.425, -1.410, -0.173], [0.661, -3.063, -0.242], [1.491, -4.104, -0.573], [0.914, -5.368, -0.656], [-0.442, -5.541, -0.420], [-1.241, -4.455, -0.085], [-0.690, -3.180, 0.023], [-1.673, -1.740, 0.543], [-1.648, -1.736, 2.334], [-1.417, -2.839, 3.054], [-1.241, -2.774, 4.507], [-1.222, -1.603, 5.143], [-1.375, -0.324, 4.412], [-1.637, -0.399, 2.973], [-3.334, -1.990, -0.061], [-3.586, -1.917, -1.434], [-4.866, -2.142, -1.906], [-5.896, -2.427, -1.014], [-5.649, -2.487, 0.348], [-4.364, -2.270, 0.831], [2.543, -3.948, -0.769], [1.535, -6.214, -0.921], [-0.883, -6.526, -0.503], [-2.303, -4.591, 0.084], [-1.345, -3.808, 2.574], [-1.133, -3.698, 5.059], [-1.122, -1.562, 6.220], [-1.781, 0.525, 4.946], [-2.266, 0.381, 2.557], [-2.793, -1.680, -2.134], [-5.066, -2.087, -2.968], [-6.898, -2.597, -1.387], [-6.455, -2.700, 1.037], [-4.170, -2.316, 1.894]], "lowdin_charge": [0.371, -0.044, 0.054, 0.796, 0.070, -0.063, 0.660, -0.521, -0.072, -0.032, -0.037, -0.060, -0.369, 0.930, -0.396, -0.047, -0.048, -0.059, -0.430, -0.569, -0.373, -0.089, -0.052, -0.048, -0.052, -0.068, 0.123, 0.124, 0.121, 0.123, 0.111, 0.115, 0.123, 0.122, 0.027, 0.103, 0.116, 0.117, 0.116, 0.107], "charge": 1, "homo_energy_ev": [-11.3, -11.2], "gap_ha": [0.243, 0.221], "spin_multiplicity": 4, "relative_energy_kcal_mol": 69.70}

Entry 3:
{"formula": "C8H5NO3SSr", "method": "ωB97M-V with the def2-TZVPD basis set", "elements": ["O", "C", "Sr", "C", "C", "O", "O", "S", "C", "N", "C", "C", "C", "C", "H", "H", "H", "H", "H"], "xyz": [[-3.698, -0.151, 2.986], [-2.772, -0.086, 2.315], [1.493, 0.176, 0.204], [-0.637, 1.252, -1.446], [0.173, -2.088, -0.902], [-1.354, 1.749, -2.207], [-0.280, -3.045, -1.388], [3.357, 0.483, -1.710], [4.021, 0.996, -0.184], [4.848, -0.025, 0.374], [5.331, 0.050, 1.673], [4.790, 0.979, 2.536], [3.799, 1.880, 2.094], [3.435, 1.909, 0.724], [5.279, -0.695, -0.288], [6.146, -0.640, 1.916], [5.123, 1.010, 3.580], [3.401, 2.637, 2.736], [2.792, 2.679, 0.247]], "lowdin_charge": [0.042, -0.005, 1.264, 0.020, 0.021, 0.124, 0.123, 0.574, -0.768, 0.053, 0.020, -0.006, 0.010, -0.217, 0.169, 0.162, 0.144, 0.132, 0.138], "charge": 2, "homo_energy_ev": [-16.5, -16.5], "gap_ha": [0.287, 0.287]}

In eV/Å, the max |F| values for the records above are, in order, 0.74 1.19 6.05.
In eV, the energy values for the records above are, in order, -77688.2370 -92704.2350 -27664.2663.